[1]
C6H6O | ωB97M-V/def2-TZVPD

```
13
Properties=species:S:1:pos:R:3
C 2.558 1.010 -0.098
C 1.436 0.571 -0.113
C 0.104 0.042 -0.138
C -1.152 0.889 -0.067
C -0.915 -0.152 0.964
O -1.303 -1.432 0.493
C -0.295 -1.375 -0.539
H 3.551 1.402 -0.083
H -1.942 0.739 -0.801
H -0.976 1.917 0.239
H -0.847 0.011 2.035
H 0.495 -2.108 -0.348
H -0.713 -1.513 -1.543
```

Calculated values
DFT total energy, eV: -8362.579
Energy relative to the best compared isomer or geometry (same formula, charge and spin), kcal/mol: 90.57
HOMO, eV: -9.25
LUMO, eV: 1.0

[2]
C2H4N2OS | ωB97M-V/def2-TZVPD

```
10
Properties=species:S:1:pos:R:3
C -1.349 0.695 -0.196
C 1.650 -0.115 -0.379
H -2.146 1.383 -0.500
H -0.154 2.317 -0.152
H 0.847 0.248 1.414
H 1.438 0.194 -1.426
N -0.214 1.301 -0.017
N 0.936 0.689 0.494
O 2.535 -0.872 -0.001
S -1.695 -0.911 0.049
```

Calculated values
DFT total energy, eV: -18000.654
Energy relative to the best compared isomer or geometry (same formula, charge and spin), kcal/mol: 46.24
Structure (SMILES): O=CNNC=S
HOMO, eV: -8.91
LUMO, eV: 0.5

> The lowest DFT total energy belongs to which entry?

C2H4N2OS